Entry from the Open Molecules 2025 dataset: 10 unconnected molecules or ions with the total composition C40H60O20 (ωB97M-V with the def2-TZVPD basis set).

XYZ file:
```
120
Properties=species:S:1:pos:R:3:lowdin_charge:R:1
O -0.962 -3.337 -0.337 0.1092
C -1.537 -3.644 0.668 -0.4670
O -1.962 -2.737 1.567 -0.0019
C -2.629 -3.359 2.714 -0.1117
C -2.054 -4.762 2.712 -0.1331
C -1.824 -5.050 1.209 -0.0385
H -3.696 -3.434 2.489 0.1273
H -2.412 -2.679 3.528 0.1133
H -2.802 -5.428 3.175 0.1240
H -1.080 -4.859 3.190 0.1178
H -2.703 -5.497 0.788 0.1239
H -0.902 -5.621 1.084 0.0886
O 0.098 -1.936 4.712 0.1081
C 0.334 -0.754 4.786 -0.4848
O 0.833 -0.036 3.760 -0.0044
C 1.078 1.299 4.152 -0.1705
C 0.237 1.603 5.387 -0.1079
C 0.121 0.132 5.985 -0.0471
H 0.815 1.967 3.384 0.1094
H 2.151 1.338 4.375 0.1360
H -0.724 1.982 5.130 0.0842
H 0.810 2.286 6.010 0.1134
H -0.846 -0.115 6.442 0.1251
H 0.882 0.048 6.783 0.1314
O -2.267 6.502 -2.045 0.0949
C -1.907 5.336 -1.962 -0.4440
O -1.955 4.665 -0.779 0.0170
C -1.778 3.248 -1.105 -0.1409
C -0.774 3.178 -2.249 -0.1472
C -1.227 4.431 -3.021 -0.0654
H -2.710 2.760 -1.491 0.1235
H -1.371 2.813 -0.202 0.1056
H -0.868 2.313 -2.921 0.1061
H 0.296 3.264 -1.996 0.0976
H -1.997 4.162 -3.787 0.1376
H -0.452 4.977 -3.549 0.1182
O -2.691 0.218 3.951 0.1307
C -3.561 0.930 3.563 -0.4545
O -4.820 0.511 3.248 0.0080
C -5.685 1.663 2.899 -0.1463
C -4.835 2.845 2.680 -0.1540
C -3.584 2.477 3.487 -0.0607
H -6.354 1.760 3.740 0.1261
H -6.235 1.292 2.042 0.1132
H -5.314 3.744 3.056 0.1245
H -4.566 2.978 1.632 0.1163
H -3.562 2.950 4.473 0.1316
H -2.768 2.903 2.951 0.1044
O 1.419 -8.790 0.375 0.0728
C 1.720 -7.589 0.412 -0.4202
O 0.914 -6.695 1.071 -0.0161
C 1.530 -5.350 0.846 -0.1285
C 2.984 -5.607 0.434 -0.1593
C 2.928 -6.919 -0.296 -0.0701
H 1.461 -4.765 1.745 0.1205
H 1.003 -4.877 -0.012 0.1155
H 3.538 -5.695 1.383 0.1238
H 3.416 -4.781 -0.170 0.1248
H 3.737 -7.620 -0.235 0.1188
H 2.657 -6.823 -1.333 0.1256
O -3.790 1.031 -3.644 0.1131
C -3.881 0.646 -2.500 -0.4763
O -2.795 0.227 -1.802 -0.0265
C -3.150 -0.289 -0.483 -0.0992
C -4.700 -0.226 -0.450 -0.1204
C -5.128 0.568 -1.652 -0.0583
H -2.707 0.330 0.295 0.1154
H -2.828 -1.315 -0.371 0.0973
H -4.989 0.276 0.476 0.0870
H -5.192 -1.143 -0.295 0.1035
H -5.410 1.584 -1.498 0.1224
H -5.914 0.067 -2.185 0.1276
O 2.639 7.587 -0.720 0.1375
C 2.998 6.522 -1.079 -0.4644
O 3.006 6.165 -2.408 0.0107
C 3.393 4.768 -2.485 -0.1842
C 4.376 4.600 -1.382 -0.1748
C 3.721 5.404 -0.239 -0.0497
H 3.719 4.568 -3.495 0.1210
H 2.498 4.123 -2.284 0.1114
H 5.281 5.074 -1.703 0.1138
H 4.595 3.582 -1.035 0.1067
H 4.409 5.897 0.432 0.1113
H 2.983 4.862 0.389 0.1238
O 1.982 -3.194 -2.199 0.1192
C 1.104 -2.547 -2.656 -0.4651
O 1.054 -1.195 -2.443 -0.0209
C -0.125 -0.635 -3.062 -0.1440
C -1.142 -1.744 -3.251 -0.1249
C -0.250 -2.987 -3.340 -0.0445
H 0.130 -0.099 -3.956 0.1224
H -0.356 0.128 -2.348 0.0863
H -1.629 -1.440 -4.136 0.1067
H -1.800 -1.815 -2.389 0.0921
H 0.041 -3.321 -4.345 0.1252
H -0.564 -3.881 -2.785 0.1118
O 6.537 -1.344 -2.552 0.0795
C 5.644 -0.623 -3.001 -0.4564
O 5.805 0.037 -4.184 0.0050
C 4.558 0.863 -4.521 -0.0761
C 3.840 1.015 -3.192 -0.1366
C 4.377 -0.174 -2.341 -0.0593
H 3.995 0.330 -5.267 0.1130
H 4.976 1.757 -4.960 0.1146
H 2.803 1.021 -3.457 0.0961
H 4.028 1.959 -2.661 0.0895
H 3.616 -0.988 -2.300 0.1219
H 4.566 0.111 -1.318 0.1001
O 2.309 2.159 -0.536 0.1385
C 1.817 1.227 -0.035 -0.4917
O 0.451 1.125 -0.062 0.0029
C 0.075 -0.074 0.669 -0.1240
C 1.285 -1.027 0.649 -0.0822
C 2.431 0.031 0.606 -0.0347
H -0.764 -0.496 0.162 0.0781
H -0.190 0.177 1.685 0.1081
H 1.322 -1.702 -0.190 0.0790
H 1.268 -1.606 1.570 0.1094
H 3.381 -0.150 0.154 0.0922
H 2.745 0.382 1.583 0.1256
```

Charge   0
E_LUMO   0.037 eV
E_tot   -83404.2885 eV
SMILES   O=C1CCCO1.O=C1CCCO1.O=C1CCCO1.O=C1CCCO1.O=C1CCCO1.O=C1CCCO1.O=C1CCCO1.O=C1CCCO1.O=C1CCCO1.O=C1CCCO1

Entry from the Open Molecules 2025 dataset: a molecular structure, C25H27BrIrN3O2S3Se (ωB97M-V with the def2-TZVPD basis set).

XYZ file:
```
63
Properties=species:S:1:pos:R:3:lowdin_charge:R:1
Ir 0.087 -0.179 0.044 0.6628
C 0.222 3.055 -0.021 -0.0218
O 0.908 1.800 -0.233 -0.3304
C 2.079 1.837 -0.987 -0.2072
C 2.701 2.999 -1.360 -0.0262
C 3.863 2.916 -2.134 -0.6730
Br 4.735 4.494 -2.648 0.8359
C 4.347 1.694 -2.528 -0.0569
C 3.690 0.509 -2.161 -0.0478
C 2.540 0.562 -1.361 -0.2949
O 1.890 -0.536 -0.958 -0.3993
C 4.197 -0.768 -2.644 -0.1491
N 3.614 -1.953 -2.468 0.2210
C 4.371 -2.951 -3.082 -0.1481
C 4.193 -4.325 -3.189 0.0070
C 5.165 -5.016 -3.884 -0.0497
C 6.270 -4.365 -4.457 -0.0455
C 6.444 -3.000 -4.352 0.0153
C 5.465 -2.312 -3.648 -0.1514
N 5.317 -0.956 -3.352 0.2149
H -0.012 3.501 -0.987 0.1200
H 0.854 3.713 0.573 0.1126
H -0.691 2.832 0.515 0.0502
H 2.321 3.970 -1.079 0.1147
H 5.234 1.669 -3.146 0.1087
H 2.736 -2.017 -1.967 0.1553
H 3.339 -4.828 -2.757 0.1195
H 5.075 -6.088 -3.992 0.1182
H 7.004 -4.950 -4.994 0.1201
H 7.293 -2.500 -4.798 0.1260
H 5.955 -0.227 -3.625 0.1742
C -0.506 0.096 3.335 -0.4162
C 0.997 -0.049 3.221 -0.4580
S 1.543 -0.961 1.773 0.9221
C 0.958 -2.665 1.958 -0.4373
C -0.516 -2.909 1.679 -0.4153
S -1.043 -2.102 0.123 0.8276
C -2.702 -1.548 0.566 -0.4424
C -2.766 -0.596 1.744 -0.4084
S -1.331 0.548 1.749 0.8791
H -0.732 0.908 4.027 0.1002
H -0.992 -0.799 3.716 0.0785
H 1.398 -0.486 4.137 0.1088
H 1.481 0.920 3.088 0.0935
H 1.245 -3.044 2.939 0.1090
H 1.563 -3.201 1.223 0.0910
H -1.157 -2.563 2.487 0.0717
H -0.691 -3.978 1.552 0.1038
H -3.344 -2.419 0.714 0.1180
H -3.033 -1.050 -0.348 0.0446
H -2.818 -1.079 2.718 0.0863
H -3.667 0.009 1.648 0.1001
Se -0.526 -0.089 -2.320 0.8135
C -2.440 -0.051 -2.358 -0.6599
C -3.115 -0.977 -3.141 -0.1069
C -4.498 -0.861 -3.254 -0.1195
N -5.220 0.074 -2.645 0.0825
C -4.557 0.948 -1.886 -0.1323
C -3.182 0.933 -1.710 -0.1399
H -2.587 -1.769 -3.654 0.1044
H -5.048 -1.564 -3.868 0.1175
H -5.159 1.710 -1.403 0.1151
H -2.700 1.682 -1.094 0.0939
```

Charge   +2
E_LUMO   -5.819 eV
E_tot   -205650.0520 eV

Entry from the Open Molecules 2025 dataset: 2 unconnected molecules or ions with the total composition C9H14 (ωB97M-V with the def2-TZVPD basis set).

XYZ file:
```
23
Properties=species:S:1:pos:R:3:lowdin_charge:R:1
C 1.356 -0.659 1.976 -0.0652
C -2.182 0.401 2.623 -0.0693
C -2.853 -0.177 1.519 -0.0933
C -0.805 0.237 2.601 -0.0861
C -0.063 -0.305 1.545 -0.2551
C -2.177 -0.957 0.582 -0.0920
C -0.791 -1.100 0.661 -0.0603
H -2.691 0.703 3.510 0.0921
H -3.943 -0.239 1.555 0.0981
H -0.209 0.650 3.405 0.1062
H -2.673 -1.361 -0.287 0.0968
H 1.940 0.208 2.244 0.0654
H 1.837 -1.369 1.306 0.0738
H -0.195 -1.704 -0.006 0.1033
H 1.352 -0.991 3.038 0.0856
C 1.197 1.552 -3.357 -0.1729
C 1.792 0.151 -3.271 -0.1909
H 0.647 1.669 -4.299 0.0655
H 0.507 1.793 -2.557 0.0520
H 2.048 2.236 -3.127 0.0724
H 2.661 -0.150 -3.842 0.0513
H 0.979 -0.532 -3.530 0.0591
H 2.265 -0.053 -2.289 0.0634
```

Charge   0
E_LUMO   0.874 eV
E_tot   -9558.7055 eV
SMILES   Cc1ccccc1.CC

Entry from the Open Molecules 2025 dataset: C6H8OS in the gas phase (ωB97M-V with the def2-TZVPD basis set).

XYZ file:
```
16
Properties=species:S:1:pos:R:3:lowdin_charge:R:1
C 0.095 2.285 -0.103 -0.0690
C -0.055 0.735 0.409 -0.3077
C -1.171 -0.151 0.011 -0.7033
C -0.708 -1.672 0.227 -0.1936
C 0.760 -1.642 -0.227 -0.1117
C 1.187 -0.101 -0.222 -0.2778
H -0.595 2.333 -1.139 0.1266
H -0.500 2.883 0.691 0.0668
H 1.301 2.574 0.130 0.1423
H -0.118 0.771 1.490 0.1440
H -1.328 -2.305 -0.406 0.0853
H -1.001 -1.892 1.299 0.1312
H 1.665 -1.904 0.331 0.1159
H 0.938 -2.136 -1.182 0.1161
O 2.278 0.141 -0.772 0.0518
S -2.747 0.082 -0.538 0.6831
```

Charge   0
E_LUMO   -0.648 eV
E_tot   -19231.4162 eV
SMILES   C[C@@H]1C(=O)CCC1=S

Question: Which of these has the highest charge?
Answer: C25H27BrIrN3O2S3Se